(1)
# C54H45Co2NO5PSi

C54H45Co2NO5PSi as an isolated structure at a distorted geometry (wB97M-V/def2-TZVPD, OMol25).

Geometry as XYZ:
```
109
C54H45Co2NO5PSi, DFT wB97M-V/def2-TZVPD
O -1.4803 -2.9939 4.0292
C -0.8247 -2.2583 3.4143
Co 0.2512 -1.1403 2.6029
C 0.0438 0.3036 3.6104
O 0.0326 1.1056 4.4531
C 1.6667 -1.8287 3.3794
O 2.4995 -2.3637 3.9800
C 0.3546 -1.5231 0.8654
C -0.7058 -0.6127 1.1132
C -2.0576 -0.3773 0.8314
C -2.8119 0.4097 1.7675
C -4.1252 0.0413 2.1833
C -4.6645 0.6005 3.3313
C -3.9621 1.5900 4.0370
C -2.7241 2.0435 3.5655
C -2.1874 1.4971 2.4186
Co 1.1043 0.1508 0.8264
C 1.2486 1.7211 1.6165
O 1.3623 2.7864 2.0729
C 1.2228 0.3221 -0.8990
O 1.2867 0.3565 -2.0606
P 3.2860 -0.3339 1.1519
C 4.2625 0.0704 2.6500
C 5.6631 -0.0505 2.6674
C 6.3815 0.2789 3.8212
C 5.7112 0.7962 4.9370
C 4.3278 0.9789 4.8950
C 3.5987 0.5868 3.7664
C 3.6878 -2.1063 0.8847
C 4.4978 -2.8704 1.7357
C 4.6996 -4.2306 1.4781
C 4.1062 -4.8303 0.3641
C 3.3085 -4.0712 -0.4941
C 3.1022 -2.7118 -0.2379
C 4.3507 0.5077 -0.0939
C 5.1391 -0.1737 -1.0306
C 5.8951 0.5457 -1.9645
C 5.8863 1.9426 -1.9522
C 5.1059 2.6243 -1.0130
C 4.3425 1.9106 -0.0857
H 0.3811 -2.4089 0.2593
H -2.5588 -1.0145 0.0996
H -4.6568 -0.7263 1.6182
H -5.6517 0.3015 3.6863
H -4.3943 2.0513 4.9312
H -2.1981 2.8503 4.0776
H -1.2887 1.9126 1.9616
H 6.1910 -0.4135 1.7823
H 7.4631 0.1402 3.8418
H 6.2723 1.0651 5.8348
H 3.7992 1.4244 5.7389
H 2.5107 0.7001 3.7428
H 4.9959 -2.4037 2.5844
H 5.3298 -4.8135 2.1516
H 4.2742 -5.8895 0.1584
H 2.8429 -4.5172 -1.3737
H 2.4849 -2.1166 -0.9173
H 5.1691 -1.2637 -1.0317
H 6.4971 0.0044 -2.6943
H 6.4914 2.5018 -2.6676
H 5.0891 3.7142 -0.9933
H 3.7384 2.4464 0.6526
C -2.0925 -3.5526 -2.1301
C -2.9993 -4.6107 -2.2383
C -4.3796 -4.3791 -2.1513
C -4.8695 -3.0841 -1.9097
Si -6.7028 -2.6955 -1.8627
C -7.7965 -4.1344 -2.3814
C -8.7570 -4.6329 -1.4816
C -9.5584 -5.7285 -1.8201
C -9.4152 -6.3454 -3.0661
C -8.4692 -5.8575 -3.9709
C -7.6639 -4.7616 -3.6330
C -7.2369 -2.1318 -0.1697
C -6.5254 -2.5743 0.9512
C -6.8490 -2.0808 2.2195
C -7.8905 -1.1609 2.3747
C -8.6213 -0.7402 1.2600
C -8.3107 -1.2411 -0.0082
C -6.9196 -1.1067 -2.8762
C -6.8358 -1.3803 -4.3929
C -6.2094 -0.1043 -4.9925
C -5.6916 0.7232 -3.8038
N -5.9240 -0.0977 -2.6191
C -3.9436 -2.0411 -1.7620
C -2.5716 -2.2557 -1.9249
H -1.0173 -3.7208 -2.1960
H -2.6347 -5.6273 -2.3942
H -5.0845 -5.2065 -2.2671
H -8.8684 -4.1615 -0.5013
H -10.2882 -6.1035 -1.1018
H -10.0334 -7.2048 -3.3252
H -8.3446 -6.3349 -4.9431
H -6.9173 -4.3967 -4.3436
H -5.7137 -3.2974 0.8308
H -6.2724 -2.4127 3.0847
H -8.1331 -0.7720 3.3642
H -9.4366 -0.0228 1.3671
H -8.8986 -0.9290 -0.8757
H -7.9452 -0.7838 -2.6280
H -6.1743 -2.2444 -4.5701
H -7.8264 -1.6090 -4.7939
H -5.4048 -0.3514 -5.6942
H -6.9917 0.4598 -5.5058
H -4.6222 0.9391 -3.8889
H -6.2267 1.6883 -3.7680
H -5.9796 0.4151 -1.7404
H -4.2972 -1.0289 -1.5560
H -1.8838 -1.4111 -1.8673
```

Properties
HOMO level = -0.097 hartree
HOMO-LUMO gap = 4.864 eV
net charge = -1
energy above the lowest of the compared OMol25 structures with the same formula, charge and spin = 7.7 kJ/mol
LUMO = 2.2264 eV

---

(2)
# C54H46Br2ClN4O10PSrTe2

C54H46Br2ClN4O10PSrTe2 as an isolated structure at a distorted geometry (wB97M-V/def2-TZVPD, OMol25).

Geometry as XYZ:
```
121
C54H46Br2ClN4O10PSrTe2, DFT wB97M-V/def2-TZVPD
Sr 0.1885 -0.1736 0.7484
C -5.0888 4.8227 0.3403
C -3.8334 3.9987 0.4057
C -3.3618 3.4787 1.5983
C -2.2010 2.7077 1.6624
C -1.8797 1.9430 2.8786
O -1.4303 0.8057 2.8530
C -2.1330 2.5593 4.2319
C -2.0436 3.9288 4.4462
C -2.2040 4.4472 5.7245
C -2.4643 3.5969 6.7884
C -2.5486 2.2255 6.5786
C -2.3714 1.7080 5.3066
C -1.4003 2.5039 0.4998
O -0.2462 1.9969 0.5772
C -1.9926 2.8788 -0.7569
C -3.1441 3.6429 -0.7593
C -1.4816 2.2960 -2.0231
N -0.7150 1.2846 -2.0091
C -0.2533 0.6178 -3.2044
C 1.2597 0.7464 -3.3577
Te 2.3428 0.7239 -1.5240
C 2.3323 2.8244 -1.2091
C 2.5329 3.2497 0.1031
C 2.5515 4.6004 0.4135
C 2.3568 5.5539 -0.5770
C 2.1513 5.1376 -1.8830
C 2.1447 3.7834 -2.1976
C -1.9722 2.9234 -3.2970
C -1.3876 4.0906 -3.7737
C -1.8256 4.6560 -4.9630
C -2.8592 4.0661 -5.6778
C -3.4523 2.9059 -5.1992
C -3.0094 2.3368 -4.0136
H -5.4939 4.9853 1.3407
H -5.8699 4.3355 -0.2494
H -4.9172 5.8072 -0.1044
H -3.9402 3.6348 2.5037
H -1.8290 4.5813 3.6101
H -2.1177 5.5141 5.8884
H -2.5911 4.0004 7.7860
H -2.7414 1.5594 7.4100
H -2.4009 0.6429 5.1204
H -3.5627 3.9459 -1.7150
H -0.7266 0.9699 -4.1312
H -0.4995 -0.4389 -3.0736
H 1.5355 1.6724 -3.8586
H 1.6681 -0.0807 -3.9371
H 2.6443 2.5335 0.9110
H 2.6961 4.8980 1.4452
H 2.3540 6.6091 -0.3310
H 1.9936 5.8654 -2.6720
H 1.9843 3.4988 -3.2296
H -0.5883 4.5498 -3.2040
H -1.3584 5.5613 -5.3312
H -3.2006 4.5096 -6.6051
H -4.2591 2.4390 -5.7510
H -3.4640 1.4297 -3.6341
O -4.9478 -3.2028 2.4036
C -3.9669 -4.0239 2.7189
O -4.1583 -5.0450 3.3426
C -2.6024 -3.6353 2.2671
C -1.4641 -4.4041 2.4571
Cl -1.2644 -5.9636 3.1180
N -0.4139 -3.7555 1.9253
N -0.8040 -2.5741 1.4092
C -2.1105 -2.4931 1.5830
C -2.8292 -1.3237 0.9231
O -4.0750 -1.2928 1.0215
O -2.1087 -0.5397 0.2782
C 0.9157 -4.2178 1.6350
C 1.7120 -4.7459 2.6360
C 2.9876 -5.1778 2.3054
C 3.4538 -5.0564 1.0036
C 2.6467 -4.5068 0.0183
C 1.3612 -4.0937 0.3299
H -4.6043 -2.4135 1.8611
H 1.3462 -4.8002 3.6519
H 3.6259 -5.5878 3.0784
H 4.4608 -5.3751 0.7613
H 3.0055 -4.3597 -0.9921
H 0.7404 -3.6388 -0.4293
C -3.1043 -2.8187 -2.1148
C -1.9896 -3.2072 -3.0432
C -2.2481 -3.9364 -4.2261
C -1.2108 -4.2833 -5.0423
C 0.1067 -3.9045 -4.7019
C 1.2573 -4.2106 -5.4785
Br 1.1009 -5.2053 -7.0976
C 2.4942 -3.7951 -5.0738
C 2.6475 -3.0566 -3.8981
Br 4.3933 -2.5087 -3.3907
C 1.5842 -2.6896 -3.0488
O 1.7125 -2.0229 -1.9979
C 0.2668 -3.1676 -3.5092
N -0.7750 -2.8442 -2.7106
H -4.0806 -3.0811 -2.5239
H -3.0815 -1.7475 -1.9113
H -2.9904 -3.3243 -1.1547
H -3.2645 -4.2184 -4.4700
H -1.3809 -4.8468 -5.9506
H 3.3688 -4.0332 -5.6643
C 5.8633 -0.2603 -0.1573
C 5.4904 -0.6065 1.2619
O 4.3328 0.1429 1.6796
P 3.0678 -0.5904 2.3516
O 2.2093 -1.2496 1.3209
Te 1.9635 0.9600 3.7341
O 3.7319 -1.7929 3.1876
C 4.4946 -1.5681 4.3668
C 4.0570 -2.5689 5.4114
H 6.8196 -0.7301 -0.4021
H 5.9631 0.8182 -0.2847
H 5.1145 -0.6138 -0.8630
H 6.2927 -0.3416 1.9573
H 5.2898 -1.6759 1.3614
H 4.3417 -0.5423 4.7207
H 5.5527 -1.6899 4.1081
H 2.9975 -2.4334 5.6285
H 4.6196 -2.4307 6.3384
H 4.2088 -3.5896 5.0608
```

Properties
HOMO level = -0.101 hartree
HOMO-LUMO gap = 6.371 eV
net charge = -2
energy above the lowest of the compared OMol25 structures with the same formula, charge and spin = 128.9 kJ/mol
LUMO = 3.6290 eV